23
Properties=species:S:1:pos:R:3 method="wB97M-V/def2-TZVPD" homo_lumo_gap_ev=9.88 lumo_ev=0.5 smiles="CP[C@@]1(O)C=C[C@@H](O)C(F)(F)C1(F)F" homo_ev=-9.39 e_tot_ev=-31656.4967 de_lowest_ev=0.000
C -1.1512 1.7818 0.7512
C -0.5360 1.5665 -0.4049
C -0.8566 0.9157 1.9343
C 0.4198 0.3548 -0.7383
C -0.3231 -0.4788 1.5467
C 0.8783 -0.3000 0.5719
C 0.8152 -2.0193 -2.2372
O -1.9569 0.6924 2.8441
O 1.5226 0.8437 -1.5040
F -0.0647 -1.2330 2.6236
F -1.4046 -1.1933 0.9824
F 1.6165 -1.4789 0.4993
F 1.8009 0.5877 1.1151
P -0.5419 -0.8574 -1.8223
H -1.6917 2.6287 0.8672
H -0.5996 2.2341 -1.1388
H -0.1515 1.2512 2.6852
H 0.6570 -2.9601 -1.9034
H 1.7908 -1.8262 -1.8555
H 0.9167 -2.1656 -3.2867
H -2.6738 0.1104 2.6921
H 1.9261 1.7031 -1.2268
H -0.3922 -0.1577 -2.9952


119
Properties=species:S:1:pos:R:3 method="wB97M-V/def2-TZVPD" homo_lumo_gap_ev=9.34 lumo_ev=2.0 charge=-1 homo_ev=-7.38 e_tot_ev=-157442.7990 de_lowest_ev=0.648
As -10.5831 27.2554 2.7098
F -9.8333 26.2566 1.5171
F -12.1533 26.5402 2.3695
F -11.2407 28.3380 3.9190
F -9.0189 28.0029 3.0307
F -10.8773 28.5038 1.4758
F -10.3079 26.0942 3.9704
C -16.4572 30.1102 2.0780
C -16.5440 28.6241 1.7625
O -17.1947 28.1977 0.8149
N -15.9590 27.7623 2.6247
C -15.0554 28.1011 3.7305
H -16.6848 30.3196 3.1215
H -17.2515 30.5650 1.4890
H -15.4994 30.5000 1.7367
H -16.0903 26.7723 2.5101
H -14.6226 29.0979 3.7178
H -14.2719 27.3482 3.7490
H -15.6409 28.0673 4.6544
C -6.3786 26.8740 5.8132
C -6.8862 27.7676 6.9314
O -6.0802 28.5072 7.4935
N -8.1915 27.7643 7.2320
C -9.2633 26.8997 6.7841
H -5.8028 27.5473 5.1666
H -7.0624 26.4230 5.0964
H -5.6131 26.2056 6.2048
H -8.3955 28.5123 7.8828
H -9.8430 26.5513 7.6409
H -8.9325 26.0505 6.1997
H -9.9049 27.5486 6.1824
C -5.5036 27.0149 2.0643
C -4.3171 26.6069 2.9193
O -3.6450 25.6149 2.7007
N -3.9731 27.5700 3.7976
C -2.7219 27.5912 4.5295
H -6.3833 27.3257 2.6390
H -5.8219 26.1785 1.4435
H -5.3462 27.9051 1.4531
H -4.3940 28.4866 3.7587
H -2.4583 26.5942 4.8639
H -2.7283 28.3082 5.3531
H -1.9638 28.0643 3.8895
C -7.8111 28.1926 -0.3896
C -8.5916 27.4520 -1.4447
O -8.0385 27.0082 -2.4434
N -9.8904 27.2532 -1.1608
C -10.7929 26.5901 -2.0898
H -6.8926 27.6297 -0.2337
H -8.3361 28.2828 0.5607
H -7.5161 29.1296 -0.8620
H -10.2223 27.6339 -0.2865
H -10.7949 27.0785 -3.0603
H -11.7593 26.3872 -1.6363
H -10.3753 25.5872 -2.2358
C -7.1891 24.3645 2.8874
C -7.3106 23.6451 1.5886
O -7.0794 22.4417 1.4630
N -7.8546 24.3484 0.5673
C -7.9346 23.8875 -0.8003
H -6.1638 24.3842 3.2708
H -7.6459 23.7542 3.6697
H -7.5646 25.3861 2.8913
H -8.1243 25.3038 0.7277
H -7.3222 22.9966 -0.9206
H -7.6178 24.6658 -1.4926
H -8.9452 23.5722 -1.0760
C -12.1930 31.3307 2.2938
C -11.4607 31.9246 1.1024
O -11.5092 33.1246 0.8301
N -10.8046 31.0661 0.3060
C -10.0196 31.4226 -0.8572
H -12.5101 30.3068 2.1158
H -13.0630 31.9533 2.4870
H -11.5092 31.3531 3.1431
H -10.7985 30.0956 0.6151
H -9.2360 30.6759 -0.9552
H -9.5571 32.3974 -0.7231
H -10.6067 31.4132 -1.7750
C -11.5638 22.6863 0.3744
C -12.8078 23.3526 -0.0851
O -13.4369 22.8847 -1.0330
N -13.2699 24.3717 0.6572
C -14.3366 25.2550 0.2060
H -10.9607 23.2926 1.0606
H -10.8714 22.3536 -0.3957
H -11.8047 21.7761 0.9314
H -12.6932 24.8248 1.3461
H -14.1464 26.2978 0.4505
H -15.3008 24.9468 0.6145
H -14.4406 25.1899 -0.8777
C -9.0872 30.2115 4.4860
C -8.5449 30.5661 3.1069
O -7.4268 31.4674 3.1940
C -6.2493 30.9485 3.4256
O -6.0486 29.7922 3.6669
C -5.1458 32.0119 3.6464
F -5.1963 32.8840 2.6295
F -5.3106 32.6846 4.7835
F -3.9630 31.4144 3.7019
H -9.4918 31.1438 4.8945
H -8.3323 29.8753 5.1941
H -9.9389 29.5369 4.4165
H -9.3114 31.1217 2.5694
H -8.2876 29.6950 2.5053
C -12.8856 23.6549 5.6854
C -12.9607 23.8995 4.1842
O -14.2601 23.5319 3.6776
C -14.4857 22.2622 3.4260
O -13.7620 21.3701 3.7423
C -15.7432 22.0175 2.5640
F -16.4762 21.0554 3.1254
F -16.4828 23.1381 2.5078
F -15.4277 21.6706 1.3284
H -12.0752 24.2095 6.1553
H -12.7553 22.6052 5.9411
H -13.8510 23.9893 6.0687
H -12.1661 23.4285 3.6048
H -12.9021 24.9565 3.9432


59
Properties=species:S:1:pos:R:3 method="wB97M-V/def2-TZVPD" homo_lumo_gap_ev="7.51 / 4.31" lumo_ev="0.3 / -2.8" homo_ev="-7.21 / -7.12" multiplicity=2 e_tot_ev=-59923.8678 de_lowest_ev=1.269
Pd 0.3716 0.1250 0.7982
C 0.8365 4.3106 2.0881
C 0.5631 2.9855 2.4308
N 0.3590 2.2576 1.3421
N 0.4926 3.0800 0.2785
C 0.7929 4.3216 0.7121
B 0.4908 2.5933 -1.2102
N -0.7658 1.7244 -1.5014
C -1.4854 1.7043 -2.6399
C -2.4848 0.7649 -2.5024
C -2.2887 0.2359 -1.2242
N -1.2618 0.8221 -0.6248
N 1.7603 1.7387 -1.4383
C 2.7966 1.8030 -2.2989
C 3.6813 0.7912 -1.9875
C 3.1060 0.1329 -0.8982
N 1.9612 0.7126 -0.5764
N 0.3926 3.8318 -2.0990
C -0.6506 4.7006 -2.0743
C -0.4393 5.6406 -3.0484
C 0.7824 5.2559 -3.6361
N 1.2745 4.1713 -3.0662
H 1.0376 5.1377 2.7449
H 0.5030 2.5321 3.4067
H 0.9533 5.1258 0.0156
H -1.2428 2.3584 -3.4608
H -3.2403 0.5018 -3.2216
H -2.8344 -0.5415 -0.7133
H 2.8227 2.5699 -3.0513
H 4.6124 0.5670 -2.4767
H 3.4549 -0.7152 -0.3310
H -1.4593 4.5787 -1.3720
H -1.0675 6.4772 -3.2993
H 1.3194 5.7228 -4.4465
C 0.7132 -0.3028 3.5014
C 1.6125 -0.2068 2.2826
O 2.7904 -0.2209 2.2378
H 1.2519 0.1218 4.3495
H 0.5385 -1.3645 3.6648
H -0.2424 0.2058 3.3686
C -3.5663 -3.5393 0.3171
C -3.1595 -3.5989 1.7728
O -1.9310 -2.8890 2.0156
P -0.4638 -3.4434 1.7057
O 0.4480 -3.2633 2.8494
Te 0.2674 -2.3616 -0.3278
O -0.7746 -4.9773 1.3635
C 0.2451 -5.9865 1.5578
C 0.9730 -6.2813 0.2654
H -4.5374 -4.0199 0.1876
H -2.8392 -4.0525 -0.3120
H -3.6453 -2.5039 -0.0185
H -3.0519 -4.6295 2.1089
H -3.8958 -3.1050 2.4055
H -0.2860 -6.8667 1.9182
H 0.9285 -5.6523 2.3389
H 0.2726 -6.5941 -0.5094
H 1.6951 -7.0843 0.4242
H 1.5127 -5.4023 -0.0855


94
Properties=species:S:1:pos:R:3 method="wB97M-V/def2-TZVPD" homo_lumo_gap_ev=6.06 lumo_ev=3.4 charge=-2 homo_ev=-2.66 e_tot_ev=-150706.9600 de_lowest_ev=0.708
Rb -0.5254 0.5037 -0.3589
O -2.1210 3.8857 3.0991
C -1.2747 4.8433 3.1690
C -1.4934 5.9938 3.9826
C -0.5835 7.0262 4.0567
C 0.6081 6.9989 3.3289
C 0.8462 5.8898 2.5269
C -0.0438 4.8311 2.4412
C 0.3041 3.6501 1.5653
O -0.7709 2.8158 1.3023
N 1.3820 2.9052 2.2363
N 2.0121 1.9737 1.5540
C 3.1111 1.5002 2.0149
C 3.8428 0.4424 1.3354
Br 2.8795 -0.5317 0.0275
C 5.1002 0.0506 1.5840
C 6.0561 0.6863 2.5096
C 6.9288 -0.1280 3.2347
C 7.8564 0.4135 4.1091
C 7.9420 1.7898 4.2695
C 7.1026 2.6131 3.5333
C 6.1751 2.0695 2.6576
H -1.4917 3.0933 1.9600
H -2.4180 6.0215 4.5473
H -0.8034 7.8790 4.6925
H 1.3165 7.8154 3.3773
H 1.7577 5.8472 1.9329
H 0.7099 3.9947 0.6029
H 1.8269 3.3316 3.0434
H 3.5280 1.8600 2.9569
H 5.4578 -0.8376 1.0793
H 6.8647 -1.2027 3.1146
H 8.5147 -0.2411 4.6662
H 8.6637 2.2169 4.9536
H 7.1763 3.6888 3.6294
H 5.5545 2.7228 2.0611
I -8.7426 -1.2213 1.7479
C -6.8613 -0.7373 0.9744
C -6.6627 -0.7259 -0.3960
C -5.4074 -0.4177 -0.8879
I -5.0793 -0.4111 -2.9482
C -4.2886 -0.1068 -0.0639
O -3.1389 0.1559 -0.5263
C -4.5574 -0.1279 1.3489
C -3.4194 0.1997 2.2897
N -2.2074 -0.5969 2.0832
C -2.4878 -2.0107 2.1669
C -1.2603 -2.8738 2.1380
C -1.3374 -4.1755 2.6397
C -0.2336 -4.9973 2.5571
C 0.9198 -4.4994 1.9648
C 0.8956 -3.2042 1.4797
N -0.1635 -2.3979 1.5608
C -5.8076 -0.4427 1.8362
H -7.4710 -0.9561 -1.0768
H -3.7533 0.0603 3.3236
H -3.1362 1.2505 2.1895
H -1.9175 -0.3847 1.1373
H -3.1461 -2.3754 1.3564
H -3.0366 -2.1995 3.0973
H -2.2623 -4.5216 3.0839
H -0.2694 -6.0097 2.9417
H 1.8143 -5.0992 1.8686
H 1.7673 -2.7851 0.9931
H -5.9651 -0.4524 2.9095
N 8.0831 0.0420 -5.6754
C 7.0105 -0.0478 -5.2690
C 5.6651 -0.1590 -4.7619
C 4.6461 0.6105 -5.3203
C 3.3580 0.4933 -4.8348
C 3.0602 -0.3975 -3.8028
C 4.0915 -1.1574 -3.2530
C 5.3886 -1.0405 -3.7214
C 1.6590 -0.5398 -3.3253
C 0.8744 0.6097 -3.2252
C -0.5539 0.7074 -3.3087
C -0.8491 2.0419 -3.2090
C 0.4096 2.7067 -3.0500
N 1.4335 1.8800 -3.0816
C 1.1858 -1.8262 -3.0102
C 1.6625 -3.0827 -3.4852
C 0.8079 -4.0333 -2.9720
C -0.1351 -3.3166 -2.1838
N 0.0754 -2.0143 -2.1995
H 4.8690 1.2961 -6.1264
H 2.5628 1.0958 -5.2481
H 3.8693 -1.8356 -2.4419
H 6.1864 -1.6250 -3.2827
H -1.2352 -0.1154 -3.4500
H -1.8258 2.4995 -3.2470
H 0.5633 3.7719 -2.9238
H 2.4899 -3.2389 -4.1603
H 0.8414 -5.1013 -3.1277
H -0.9305 -3.7365 -1.5816


78
Properties=species:S:1:pos:R:3 method="wB97M-V/def2-TZVPD" homo_lumo_gap_ev=5.03 lumo_ev=-4.7 charge=+1 homo_ev=-9.69 e_tot_ev=-83184.2987
C -3.0980 -0.6852 3.2652
N -3.2240 0.5789 2.5402
C -2.7470 0.5642 1.1653
C -3.3629 -0.5536 0.3792
C -2.6299 -1.5558 -0.2735
P -0.8051 -1.4364 -0.3026
O -0.2727 -2.7856 -0.9354
O -0.3404 -1.5271 1.2136
S -0.2222 0.1315 -1.2345
C -3.3156 -2.5622 -0.9556
C -2.5904 -3.6512 -1.7186
O -2.3475 -3.5170 -2.8613
O -2.3037 -4.7595 -1.0292
C -4.7152 -2.5803 -1.0294
C -5.4059 -3.6205 -1.8522
C -5.7331 -3.0356 -3.2217
O -5.2189 -2.0279 -3.5944
C -5.4125 -1.5624 -0.3861
S -7.1725 -1.4474 -0.4666
N -4.7174 -0.5856 0.2739
Cl -5.6301 0.6960 0.9216
H -4.0295 -1.2488 3.2124
H -2.9526 -0.4656 4.3160
H -2.2641 -1.2991 2.9323
H -2.7980 1.3321 3.0553
H -3.0566 1.4934 0.6814
H -1.6663 0.5465 1.1059
H 0.3368 -2.5366 -1.6502
H -0.0257 -2.4116 1.4558
H -2.7572 -4.7408 -0.1758
H -6.3287 -3.9654 -1.4024
H -4.7763 -4.4940 -1.9930
H -6.4627 -3.5542 -3.8526
H -7.4069 -2.6505 0.0731
C 3.5619 -0.7409 -0.6226
C 4.5897 -1.2675 0.3651
N 3.9861 -2.0352 1.4410
C 4.8903 -2.2919 2.5508
C 6.1274 -3.1578 2.2896
C 3.1572 -3.1488 1.0245
C 3.7795 -4.2268 0.1283
H 2.7771 -0.1873 -0.1041
H 4.0353 -0.0675 -1.3375
H 3.0967 -1.5460 -1.1961
H 5.1026 -0.4143 0.8149
H 5.3557 -1.8360 -0.1839
H 4.3133 -2.7320 3.3689
H 5.2265 -1.3198 2.9236
H 5.8742 -4.2101 2.1679
H 6.8064 -3.0878 3.1409
H 6.6775 -2.8307 1.4071
H 2.2846 -2.7394 0.4990
H 2.7509 -3.6217 1.9238
H 4.3397 -3.7948 -0.7014
H 2.9903 -4.8485 -0.3015
H 4.4428 -4.8885 0.6812
C 0.0485 7.5488 -1.0984
C 0.1605 6.2647 -0.2908
N 0.1570 5.0718 -1.1182
C -0.0450 3.8479 -0.3713
C 1.0192 3.4332 0.6537
C 1.1739 5.0232 -2.1558
C 2.6425 5.1515 -1.7323
H -0.8149 7.5144 -1.7637
H -0.0743 8.3976 -0.4252
H 0.9392 7.7362 -1.6984
H -0.7038 6.2046 0.3768
H 1.0494 6.3277 0.3562
H -0.1867 3.0297 -1.0821
H -1.0032 3.9435 0.1558
H 1.9258 3.0658 0.1755
H 0.6343 2.6190 1.2749
H 1.2872 4.2531 1.3203
H 0.9576 5.8168 -2.8749
H 1.0406 4.0946 -2.7166
H 2.7982 5.9765 -1.0362
H 3.2584 5.3496 -2.6113
H 3.0230 4.2400 -1.2734


21
Properties=species:S:1:pos:R:3 method="wB97M-V/def2-TZVPD" homo_lumo_gap_ev=8.03 lumo_ev=-3.6 charge=+1 homo_ev=-11.67 e_tot_ev=-9404.1140 de_lowest_ev=2.754
C -0.0180 2.0305 -0.1746
C 0.5145 1.1758 -1.0836
C 1.3505 1.5978 -2.2278
C 1.7991 0.7913 -3.2486
H 0.1472 3.1093 -0.3278
H -0.5840 1.7072 0.6739
H 0.2246 0.1259 -1.1213
H 1.5219 2.6691 -2.3109
H 2.3074 1.1957 -4.1303
H 1.7077 -0.3097 -3.2024
C -1.4418 -1.6191 1.2421
C -0.1856 -1.1139 1.4138
N 0.2159 -0.8974 2.7738
N -2.1031 -1.8485 0.0752
H -1.9629 -1.8705 2.1765
H 0.4972 -0.6750 0.6704
H 0.1414 0.1227 3.0987
H -0.4567 -1.4702 3.3837
H 1.1640 -1.2908 3.0118
H -1.7309 -1.5360 -0.8031
H -3.1081 -1.8943 0.1105